Computed, not measured: the ion C6H10NO2 with charge +1, with the ωB97M-V functional and the def2-TZVPD basis.

The geometry in XYZ format:
```
19
Properties=species:S:1:pos:R:3:forces:R:3
N 0.748 0.704 0.040 -0.7 -0.2 2.0
O -0.290 1.643 -0.067 -1.2 -0.9 0.1
H 0.787 0.565 2.180 0.4 1.0 -0.4
C -1.168 -0.567 -0.010 0.8 -1.2 0.7
H 2.458 0.281 -1.252 -1.0 -0.9 0.3
H 1.757 1.780 -1.495 -0.8 -0.4 0.5
C -1.981 -1.787 -0.039 -4.2 1.6 -2.8
H -3.144 -1.646 0.215 2.8 -0.1 -0.5
H 0.689 0.431 -1.816 -1.2 -1.1 -2.7
H -1.922 -2.098 -1.115 -0.5 -0.2 0.8
H 0.767 -1.620 0.184 -1.0 2.7 0.2
C 1.452 0.741 -1.220 3.8 2.7 0.2
H -1.607 -2.529 0.534 1.2 -2.4 1.9
C -1.795 0.721 -0.145 1.9 2.1 1.5
C 1.462 0.826 1.345 3.0 1.1 -0.9
H 2.282 0.086 1.287 -0.6 -0.2 0.2
C 0.163 -0.603 0.165 -1.8 -2.4 -1.2
O -2.781 1.312 -0.037 0.8 -0.6 -0.7
H 2.120 1.761 1.246 -1.7 -0.7 1.0
```
Forces are in eV/Å.

The charge is +1. As for the spin multiplicity: 1. For the highest occupied orbital energy, the calculation gives -15.290 eV. The calculated total energy is -439.45470 Ha. Its energy above the lowest of the compared OMol25 structures with the same formula, charge and spin is 2.975 eV. Its HOMO-LUMO gap is 10.2 eV.

=====

Computed, not measured: an isolated molecule of C18H22ClF2N3O4, with the ωB97M-V functional and the def2-TZVPD basis.

The geometry in XYZ format:
```
50
Properties=species:S:1:pos:R:3:forces:R:3
H -1.786 -5.155 2.309 0.0 0.0 0.0
C 0.280 2.870 -0.272 0.0 0.0 0.1
H 0.873 2.578 2.162 0.0 0.0 0.0
C -2.357 -0.255 2.083 -0.1 0.1 -0.1
O -0.938 3.117 -2.342 -0.1 0.0 0.0
H 1.555 -3.771 2.124 0.0 0.0 0.0
O -0.742 2.785 0.383 0.0 0.0 0.0
C 0.560 -5.286 0.202 0.0 0.1 -0.1
C -0.896 -4.703 2.741 -0.1 -0.1 0.1
C -1.446 -2.467 1.842 -0.2 0.0 0.0
C 0.254 3.285 -1.702 0.0 0.0 0.0
O -2.544 -2.854 1.454 0.1 0.0 0.0
H -0.127 -5.466 2.872 0.0 0.0 0.0
C -0.362 -3.569 1.862 0.1 0.0 0.1
C -0.756 3.589 -3.598 0.1 0.0 0.0
H 0.193 0.447 0.690 0.0 0.0 0.0
H -3.241 -0.786 1.754 0.0 -0.1 0.0
H 1.189 -0.983 0.880 0.0 0.0 0.0
N 1.002 4.585 -4.903 0.0 0.0 0.0
C 1.192 3.846 -2.496 0.1 0.0 -0.1
C 0.545 4.058 -3.761 -0.1 0.0 0.0
C 0.011 -0.527 2.595 0.0 0.2 0.1
H -2.684 3.273 -4.522 0.0 0.0 0.0
H 2.595 2.870 1.978 0.0 0.0 -0.1
C -0.202 -4.008 0.399 -0.1 0.1 -0.2
C 2.023 0.785 1.804 0.1 0.0 -0.3
C -1.671 3.635 -4.631 0.0 0.0 0.0
H 2.202 4.110 -2.234 0.0 0.0 0.0
H 0.078 -6.166 0.628 0.0 -0.1 0.0
F 1.822 -5.204 0.756 0.1 0.0 0.1
C -1.197 4.178 -5.808 -0.1 0.0 -0.1
H -2.560 0.216 3.047 0.0 0.0 0.0
H -0.275 0.359 3.170 0.0 0.0 0.0
H 2.290 0.604 2.850 0.0 0.0 0.0
H -1.189 -4.159 -0.038 0.0 0.0 0.1
H 2.906 0.508 1.220 0.0 0.0 0.0
H -2.117 0.529 1.359 0.0 0.0 0.0
O 0.885 -3.127 2.383 0.0 0.1 -0.1
N -1.238 -1.181 2.217 0.0 -0.1 0.0
H 0.292 -3.216 -0.172 0.1 0.0 0.0
C 1.759 2.275 1.604 -0.1 0.0 0.3
C 0.130 4.629 -5.878 0.0 0.0 0.1
H 2.298 2.625 -0.421 0.0 0.0 0.0
H 0.600 -1.149 3.260 0.0 -0.1 -0.1
Cl 0.681 5.305 -7.379 0.0 0.0 -0.1
C 0.834 -0.087 1.393 0.1 -0.3 0.0
H -1.833 4.263 -6.677 0.0 0.0 0.0
F 0.748 -5.504 -1.127 0.0 -0.1 -0.1
N 1.519 2.617 0.216 0.0 0.1 -0.1
H -1.157 -4.320 3.727 0.0 0.0 0.0
```
Forces are in eV/Å.

The charge is 0. As for the spin multiplicity: 1. For the highest occupied orbital energy, the calculation gives -9.190 eV. The calculated total energy is -1824.29946 Ha. Its energy above the lowest of the compared OMol25 structures with the same formula, charge and spin is 0.328 eV. Its HOMO-LUMO gap is 9.0 eV.

=====

Computed, not measured: a cluster of 9 separate species, C17H10Cl32N2OS in total, with the ωB97M-V functional and the def2-TZVPD basis.

The geometry in XYZ format:
```
63
Properties=species:S:1:pos:R:3:forces:R:3
Cl 11.969 0.113 -5.473 -0.1 0.0 -0.1
Cl 2.776 1.566 2.370 -0.2 0.1 0.0
Cl 0.275 9.462 -3.751 -0.1 0.0 0.1
Cl -1.338 10.053 -1.420 0.0 -0.1 -0.1
H -0.997 -1.707 1.960 0.1 0.2 0.5
Cl 1.655 5.902 -1.340 0.3 -0.2 0.0
C 1.115 2.181 2.346 0.1 0.0 0.1
O 1.659 -1.360 2.913 -0.9 0.2 -0.1
C -0.001 -4.025 1.199 1.6 0.6 -0.2
Cl -5.787 -7.913 3.927 -0.8 -0.7 0.8
C 10.588 0.588 -6.476 0.0 0.0 0.0
Cl -4.085 5.577 -0.421 0.2 0.0 0.0
Cl 7.985 6.515 -6.295 -0.1 -0.1 0.1
C -6.546 -8.961 5.146 -0.1 -0.1 0.0
Cl 7.432 6.195 -3.472 0.0 -0.1 -0.2
Cl 7.860 3.866 -5.136 -0.1 0.2 0.0
H 2.071 -3.035 0.842 -0.5 -0.7 0.9
S 2.197 -4.850 2.573 0.7 0.3 0.4
Cl -4.875 1.529 0.900 0.0 -0.1 -0.1
C -4.850 0.260 -0.333 -0.2 0.1 0.0
Cl 2.880 3.411 -0.520 0.2 0.0 -0.6
C -3.290 -3.326 1.377 1.2 -3.1 1.9
C 1.425 -3.443 1.663 -2.5 -0.8 -0.2
Cl -2.606 9.213 -3.884 0.1 0.0 0.1
C -2.329 -4.108 2.205 -3.5 0.3 -0.9
Cl 0.183 1.327 1.097 0.0 0.1 0.0
Cl -4.601 -1.316 0.449 -1.1 2.8 -1.0
Cl 10.696 2.316 -6.850 0.0 -0.2 0.0
H -0.203 -3.407 0.282 -0.8 -0.5 0.9
C 2.351 4.372 -1.908 0.1 0.0 0.2
H -0.557 -4.300 3.347 0.2 0.7 -0.7
Cl -6.392 0.251 -1.208 0.2 0.0 0.1
C -4.614 -3.942 1.213 0.9 1.1 -0.6
Cl -1.059 7.321 -2.333 0.0 0.7 -1.0
C -0.867 -3.672 2.475 -0.9 -1.6 -1.5
C -1.182 9.011 -2.848 0.0 -0.1 -0.1
Cl -2.396 4.252 1.517 0.0 0.1 -0.2
C -2.902 -5.356 2.709 0.6 0.5 0.0
H -2.985 -2.327 0.922 -0.1 -2.4 0.9
Cl 5.443 5.432 -5.431 0.3 0.1 -0.2
H 1.273 -5.866 2.502 0.2 1.0 -0.3
Cl 1.135 3.914 1.980 -0.3 -0.1 0.5
Cl -6.336 -8.243 6.752 0.0 -0.1 -0.2
Cl 9.081 0.268 -5.598 0.1 0.0 -0.1
H -2.242 -5.999 3.346 -0.7 0.6 -0.6
H -5.333 -3.364 0.587 0.5 -1.1 0.6
H 0.017 -5.100 0.906 0.0 0.9 0.3
Cl -5.782 -10.559 5.108 -0.1 0.2 0.0
Cl -1.692 6.886 0.554 -0.2 -0.4 0.6
Cl 1.126 3.462 -2.818 0.2 0.1 0.0
C -2.413 5.326 0.110 0.0 0.0 0.0
Cl -1.478 4.591 -1.214 -0.3 -0.2 0.5
N -5.097 -5.115 1.678 1.6 0.2 0.7
C -4.245 -5.829 2.451 1.9 1.3 -0.5
Cl 0.362 1.917 3.927 0.1 0.0 -0.2
H -4.541 -6.824 2.881 0.7 1.8 -1.1
N -0.558 -2.255 2.711 0.8 -0.2 -0.3
C 7.181 5.502 -5.083 0.1 0.0 0.0
Cl 3.738 4.711 -2.959 -0.3 -0.1 0.2
Cl -8.274 -9.122 4.791 0.2 0.0 0.0
Cl 10.603 -0.346 -7.982 0.0 0.1 0.2
Cl -3.526 0.569 -1.471 -0.1 0.0 0.1
C 0.897 -2.186 2.506 0.9 -1.3 0.0
```
Forces are in eV/Å.

The charge is 0. As for the spin multiplicity: 1. For the highest occupied orbital energy, the calculation gives -9.375 eV. The calculated total energy is -15962.64998 Ha. Its HOMO-LUMO gap is 9.4 eV.

=====

Computed, not measured: a cluster of 2 separate species, C5H10O2 in total, with the ωB97M-V functional and the def2-TZVPD basis.

The geometry in XYZ format:
```
17
Properties=species:S:1:pos:R:3:forces:R:3
H 2.266 0.468 1.377 -0.1 -0.1 -0.1
H -0.093 -1.234 -1.029 -0.1 0.3 0.1
O -1.149 1.541 0.197 0.2 -0.5 0.6
C 0.185 -0.430 -0.330 -0.2 0.1 -0.1
H 1.299 1.447 -0.689 0.0 -0.2 0.0
C 1.438 0.365 -0.699 0.0 0.1 0.0
O 0.809 -0.967 0.859 0.0 -0.2 0.1
H -2.972 0.017 1.003 0.1 -0.1 0.1
C -1.036 0.332 0.203 0.0 0.4 0.6
H 1.920 0.062 -1.632 -0.1 0.0 0.2
H -0.877 0.904 -2.120 0.1 0.6 -0.3
C -2.024 -0.518 0.931 -0.1 -0.1 0.1
H -0.853 1.449 -1.588 0.0 -0.4 -1.4
H -1.591 -0.649 1.926 -0.2 -0.2 0.1
H 2.860 -0.938 0.441 -0.1 0.1 0.0
C 2.025 -0.244 0.581 0.4 0.1 0.1
H -2.154 -1.505 0.481 0.0 0.1 0.1
```
Forces are in eV/Å.

The charge is 0. As for the spin multiplicity: 1. For the highest occupied orbital energy, the calculation gives -9.504 eV. The calculated total energy is -346.89449 Ha. Its energy above the lowest of the compared OMol25 structures with the same formula, charge and spin is 3.563 eV. Its HOMO-LUMO gap is 10.5 eV.

=====

Computed, not measured: an isolated molecule of C4H10N2O2Si, with the ωB97M-V functional and the def2-TZVPD basis.

The geometry in XYZ format:
```
19
Properties=species:S:1:pos:R:3:forces:R:3
Si -0.075 -0.273 -0.238 -0.2 -0.9 0.9
H -1.261 -1.472 1.824 -1.1 0.9 0.6
H 1.807 -0.997 -1.619 0.7 -0.8 0.3
C -0.603 -1.708 1.037 -0.8 2.4 -3.0
H -1.010 -2.497 0.486 -1.0 -1.3 -1.0
H 0.971 -0.010 -2.685 -0.7 -0.1 0.5
H -1.212 1.499 0.605 -0.9 0.6 0.7
H 2.252 0.177 0.377 -0.1 0.0 0.5
H 0.191 -2.095 1.513 3.4 -1.2 1.5
O 0.642 1.180 2.891 0.3 0.0 -1.6
C 1.339 0.647 0.763 -0.7 0.5 -0.8
O -0.887 2.752 -1.470 -0.7 -2.0 0.7
N 1.168 0.378 2.145 0.2 -1.3 1.9
H -2.672 0.507 -0.234 1.6 0.4 0.4
H 0.308 -1.632 -2.376 0.0 -0.5 -0.2
C 0.803 -0.796 -1.921 -0.9 1.5 0.9
H 1.358 1.708 0.603 -0.1 0.8 -0.5
C -1.627 0.954 -0.236 0.7 -0.7 -0.9
N -1.494 1.679 -1.466 0.3 1.7 -1.0
```
Forces are in eV/Å.

The charge is 0. As for the spin multiplicity: 1. For the highest occupied orbital energy, the calculation gives -8.875 eV. The calculated total energy is -707.71448 Ha. Its energy above the lowest of the compared OMol25 structures with the same formula, charge and spin is 7.382 eV. Its HOMO-LUMO gap is 8.8 eV.